Entry 1:
{
  "formula": "C2H8NOPS",
  "method": "ωB97M-V/def2-TZVPD",
  "species": ["C", "C", "N", "O", "P", "S", "H", "H", "H", "H", "H", "H", "H", "H"],
  "xyz": [[1.771, 0.643, -0.033], [-1.034, -0.396, 0.162], [-1.461, -0.448, 1.470], [0.280, 2.273, -0.968], [-0.570, -2.056, -0.588], [0.231, 1.321, 0.163], [2.600, 1.348, 0.467], [2.127, 0.899, -1.082], [1.859, -0.405, 0.293], [-1.959, -0.127, -0.423], [-2.151, 0.284, 1.633], [-0.559, -0.067, 1.902], [0.364, -1.318, -1.347], [-1.497, -1.951, -1.652]],
  "orbital_gap_ev": 9.3,
  "total_charge": 0,
  "homo_ev": -8.63
}



Entry 2:
{
  "formula": "C2H8NOS",
  "method": "ωB97M-V/def2-TZVPD",
  "species": ["C", "S", "H", "H", "H", "N", "C", "O", "H", "H", "H", "H", "H"],
  "xyz": [[1.092, 2.333, -1.703], [0.722, 0.716, -1.061], [0.504, 3.175, -1.258], [0.826, 2.260, -2.788], [2.187, 2.373, -1.761], [-0.462, -0.316, 1.878], [-1.171, -1.547, 1.613], [-0.988, -2.059, 0.298], [0.368, -0.486, 2.463], [-0.341, 0.493, 1.203], [-2.292, -1.570, 1.796], [-0.795, -2.407, 2.300], [-0.396, -1.326, 0.034]],
  "orbital_gap_ev": 6.5,
  "total_charge": -1,
  "homo_ev": -2.44
}



Entry 3:
{
  "formula": "C2H8NOS",
  "method": "ωB97M-V/def2-TZVPD",
  "species": ["C", "S", "H", "H", "H", "N", "C", "O", "H", "H", "H", "H", "H"],
  "xyz": [[-0.413, -2.008, 0.216], [-1.696, -0.708, 0.122], [0.128, -2.206, -0.707], [-0.841, -2.933, 0.550], [0.299, -1.731, 0.999], [1.930, 0.723, 0.768], [1.512, 1.041, -0.584], [0.340, 1.796, -0.619], [1.897, 1.600, 1.279], [1.199, 0.166, 1.194], [1.387, 0.096, -1.126], [2.327, 1.608, -1.056], [-0.409, 1.262, -0.926]],
  "orbital_gap_ev": 6.7,
  "total_charge": -1,
  "homo_ev": -2.50
}



Entry 4:
{
  "formula": "C2H8NOS",
  "method": "ωB97M-V/def2-TZVPD",
  "species": ["C", "C", "N", "O", "S", "H", "H", "H", "H", "H", "H", "H", "H"],
  "xyz": [[0.550, -0.111, 1.178], [0.251, 0.086, -0.277], [-0.804, -0.831, -0.843], [1.157, 0.248, -1.305], [-1.106, 1.999, -0.362], [-0.464, -0.274, 1.457], [1.208, -0.988, 1.297], [0.930, 0.732, 1.694], [-1.580, -0.983, -0.158], [-0.427, -1.677, -1.082], [-1.214, -0.341, -1.623], [2.001, 0.471, -1.024], [-0.474, 2.613, -1.472]],
  "orbital_gap_ev": 9.1,
  "total_charge": 1,
  "homo_ev": -13.60
}



Entry 5:
{
  "formula": "C2H8NOS",
  "method": "ωB97M-V/def2-TZVPD",
  "species": ["C", "C", "N", "O", "S", "H", "H", "H", "H", "H", "H", "H", "H"],
  "xyz": [[-1.479, -1.144, 0.163], [0.662, 0.066, -0.130], [0.435, 1.562, 0.394], [-0.139, -0.785, 0.455], [2.388, -0.209, -0.047], [-2.109, -1.216, 1.048], [-1.454, -2.207, -0.368], [-2.078, -0.349, -0.489], [0.232, 0.272, -1.888], [1.017, 2.241, -0.026], [0.560, 1.552, 1.408], [-0.561, 1.651, 0.200], [2.524, -1.434, -0.720]],
  "orbital_gap_ev": 9.5,
  "total_charge": 1,
  "homo_ev": -13.78
}



Entry 6:
{
  "formula": "C2H8NOS2",
  "method": "ωB97M-V/def2-TZVPD",
  "species": ["C", "C", "N", "O", "S", "S", "H", "H", "H", "H", "H", "H", "H", "H"],
  "xyz": [[0.348, 0.928, -0.195], [0.285, -0.561, -0.200], [0.708, -1.241, 0.839], [-1.977, 0.015, 0.448], [1.958, 1.431, -0.951], [-0.089, -1.417, -1.630], [0.273, 1.329, 0.814], [-0.437, 1.361, -0.811], [2.615, 1.680, 0.183], [0.929, -0.787, 1.714], [0.770, -2.249, 0.795], [-2.567, -0.739, 0.319], [-2.448, 0.598, 1.052], [-0.368, -0.347, -2.378]],
  "orbital_gap_ev": 9.2,
  "total_charge": 1,
  "homo_ev": -13.48
}



Entry 7:
{
  "formula": "C2H8NPS",
  "method": "ωB97M-V/def2-TZVPD",
  "species": ["C", "C", "N", "P", "S", "H", "H", "H", "H", "H", "H", "H", "H"],
  "xyz": [[1.221, -0.890, -1.395], [0.024, 1.537, 0.135], [0.535, -0.770, 1.321], [-0.168, -0.267, 0.024], [-2.349, -0.533, 0.499], [1.082, -1.984, -1.641], [0.879, -0.315, -2.282], [-0.886, 2.183, 0.118], [0.516, 1.644, 1.133], [0.706, 1.800, -0.666], [-0.162, -0.674, 2.125], [1.179, -1.623, 1.425], [-2.579, -0.109, -0.796]],
  "orbital_gap_ev": 8.0,
  "smiles": "C=[P@](C)(N)S",
  "total_charge": 0,
  "homo_ev": -7.71
}



Entry 8:
{
  "formula": "C2H8NS",
  "method": "ωB97M-V/def2-TZVPD",
  "species": ["S", "H", "C", "C", "N", "H", "H", "H", "H", "H", "H", "H"],
  "xyz": [[-0.463, 0.803, 2.535], [-0.845, 1.811, 3.251], [-0.193, -0.731, -2.831], [0.814, -0.403, -1.781], [0.321, -0.576, -0.465], [-1.196, -0.300, -2.528], [0.097, -0.477, -3.897], [-0.560, -1.789, -2.725], [1.614, -1.169, -1.775], [1.488, 0.432, -1.983], [-0.189, 0.372, -0.106], [1.036, -0.891, 0.130]],
  "orbital_gap_ev": 6.3,
  "total_charge": -1,
  "homo_ev": -2.54
}



Entry 9:
{
  "formula": "C2H8NS",
  "method": "ωB97M-V/def2-TZVPD",
  "species": ["S", "H", "C", "N", "C", "H", "H", "H", "H", "H", "H", "H"],
  "xyz": [[0.740, -0.537, -3.129], [1.663, -1.177, -2.367], [-0.674, 0.564, 3.230], [-1.096, 0.111, 1.902], [0.061, 0.303, 0.957], [-1.521, 0.676, 3.920], [-0.111, 1.503, 3.310], [-0.095, -0.174, 3.804], [-1.685, 0.904, 1.639], [0.327, 1.347, 0.759], [0.938, -0.092, 1.467], [-0.145, -0.245, 0.042]],
  "orbital_gap_ev": 5.7,
  "total_charge": -1,
  "homo_ev": -2.40
}



Entry 10:
{
  "formula": "C2H8NS",
  "method": "ωB97M-V/def2-TZVPD",
  "species": ["S", "H", "C", "C", "N", "H", "H", "H", "H", "H", "H", "H"],
  "xyz": [[-2.574, 0.304, 0.309], [-3.215, -0.019, 1.382], [2.850, -0.847, -0.538], [1.800, 0.006, 0.161], [0.517, 0.257, -0.428], [2.822, -0.704, -1.635], [3.812, -0.641, -0.006], [2.453, -1.877, -0.419], [1.775, -0.173, 1.275], [2.250, 1.012, 0.192], [0.189, 0.927, 0.306], [-0.414, -0.138, -0.792]],
  "orbital_gap_ev": 6.4,
  "total_charge": -1,
  "homo_ev": -2.61
}



Entry 11:
{
  "formula": "C2H8NS",
  "method": "ωB97M-V/def2-TZVPD",
  "species": ["C", "C", "S", "N", "H", "H", "H", "H", "H", "H", "H", "H"],
  "xyz": [[-0.145, -0.782, -0.636], [-0.359, 0.540, 0.051], [0.831, 0.699, 1.377], [-1.077, -0.991, -1.811], [0.881, -0.870, -0.983], [-0.356, -1.559, 0.097], [-0.394, 1.345, -0.687], [-1.308, 0.487, 0.558], [1.902, 0.923, 0.629], [-1.820, -1.672, -1.649], [-1.528, -0.110, -2.078], [-0.622, -1.288, -2.681]],
  "orbital_gap_ev": 9.3,
  "smiles": "[NH3+]CCS",
  "total_charge": 1,
  "homo_ev": -13.32
}



Entry 12:
{
  "formula": "C2H8NS",
  "method": "ωB97M-V/def2-TZVPD",
  "species": ["C", "C", "N", "S", "H", "H", "H", "H", "H", "H", "H", "H"],
  "xyz": [[0.532, -0.313, -1.311], [-0.151, -1.106, -0.323], [-0.971, 1.330, 1.060], [0.564, -1.680, 1.064], [0.647, -0.767, -2.249], [1.654, -0.114, -1.050], [-0.067, 0.586, -1.317], [-1.057, -1.433, -0.588], [-1.074, 2.084, 0.448], [-0.247, 1.587, 1.694], [-1.809, 1.208, 1.590], [1.980, -1.382, 0.983]],
  "orbital_gap_ev": 8.4,
  "total_charge": 1,
  "homo_ev": -14.56
}



Entry 13:
{
  "formula": "C2H8NS2",
  "method": "ωB97M-V/def2-TZVPD",
  "species": ["C", "C", "N", "S", "S", "H", "H", "H", "H", "H", "H", "H", "H"],
  "xyz": [[-1.343, -0.049, -0.321], [1.203, -0.007, 0.256], [0.058, -0.503, -0.606], [1.466, 1.726, -0.208], [2.695, -1.007, -0.005], [-1.480, 0.981, -0.159], [-1.887, -0.213, -1.144], [-1.721, -0.647, 0.594], [0.329, -0.411, 2.037], [0.225, -1.474, -0.538], [0.159, -0.218, -1.516], [0.313, 2.289, 0.129], [3.609, -0.017, 0.133]],
  "orbital_gap_ev": [8.5, 8.5],
  "total_charge": 1,
  "homo_ev": [-13.59, -13.94]
}



Entry 14:
{
  "formula": "C2H8NS2",
  "method": "ωB97M-V/def2-TZVPD",
  "species": ["C", "N", "H", "H", "H", "H", "C", "S", "S", "H", "H", "H", "H"],
  "xyz": [[0.968, -1.490, 0.325], [-0.008, -2.473, 0.255], [1.656, -1.804, 1.122], [1.421, -1.284, -0.640], [-0.592, -2.418, -0.573], [-0.313, -3.049, 1.025], [-0.534, 2.631, -0.811], [-0.568, 0.826, -0.704], [0.460, 0.238, 0.998], [-0.050, 2.848, -1.758], [-0.409, 3.323, 0.003], [-1.577, 2.803, -1.169], [-0.454, -0.151, 1.926]],
  "orbital_gap_ev": 9.6,
  "total_charge": 1,
  "homo_ev": -14.05
}



Entry 15:
{
  "formula": "C2H8NS2",
  "method": "ωB97M-V/def2-TZVPD",
  "species": ["S", "S", "H", "H", "C", "C", "N", "H", "H", "H", "H", "H", "H"],
  "xyz": [[0.145, -1.506, -1.164], [-0.988, -2.247, -2.629], [1.466, -1.298, -1.290], [-1.723, -3.059, -1.834], [0.531, 0.406, 0.825], [-0.510, -0.246, 0.035], [0.566, 1.860, 1.075], [1.167, -0.175, 1.487], [-1.262, -0.707, 0.680], [-1.150, 0.360, -0.600], [0.288, 2.370, 0.228], [-0.052, 2.105, 1.858], [1.522, 2.136, 1.328]],
  "orbital_gap_ev": [9.7, 8.1],
  "total_charge": 2,
  "spin_multiplicity": 2,
  "homo_ev": [-18.55, -18.62]
}



Entry 16:
{
  "formula": "C2H8O",
  "method": "ωB97M-V/def2-TZVPD",
  "species": ["C", "H", "H", "H", "H", "C", "O", "H", "H", "H", "H"],
  "xyz": [[1.081, 2.143, -0.421], [1.519, 2.131, -1.444], [0.465, 3.048, -0.564], [0.411, 1.331, 0.032], [1.872, 2.173, 0.317], [-0.714, -1.054, 0.842], [-0.416, -1.280, -0.497], [-0.510, -0.017, 1.111], [-0.136, -1.689, 1.525], [-1.793, -1.113, 1.056], [-0.716, -2.174, -0.689]],
  "orbital_gap_ev": 11.5,
  "smiles": "CO.C",
  "total_charge": 0,
  "homo_ev": -10.52
}



Entry 17:
{
  "formula": "C2H8O2",
  "method": "ωB97M-V/def2-TZVPD",
  "species": ["O", "C", "C", "H", "H", "H", "H", "H", "H", "O", "H", "H"],
  "xyz": [[-0.426, 0.109, 1.585], [-1.507, 0.940, 1.248], [0.054, -0.775, 0.516], [-2.363, 0.366, 0.855], [-1.267, 1.747, 0.535], [-1.800, 1.396, 2.209], [-0.728, -1.344, -0.016], [0.778, -1.489, 0.944], [0.579, -0.135, -0.212], [2.472, -0.426, -2.278], [2.240, 0.520, -2.419], [1.966, -0.911, -2.969]],
  "orbital_gap_ev": 10.5,
  "smiles": "COC.O",
  "total_charge": 0,
  "homo_ev": -9.72
}



Entry 18:
{
  "formula": "C2H8O2",
  "method": "ωB97M-V/def2-TZVPD",
  "species": ["O", "H", "H", "H", "C", "O", "C", "H", "H", "H", "H", "H"],
  "xyz": [[-1.917, 0.183, 1.932], [-1.072, -0.261, 1.798], [-2.594, -0.499, 1.951], [-1.636, 1.957, -0.711], [0.857, 0.058, 0.016], [1.196, 0.620, 1.028], [1.680, -0.931, -0.821], [-0.011, 0.410, -0.556], [0.945, -1.593, -1.325], [2.140, -0.275, -1.590], [2.398, -1.534, -0.311], [-1.987, 1.865, -1.411]],
  "orbital_gap_ev": 10.8,
  "total_charge": 0,
  "homo_ev": -10.06
}



Entry 19:
{
  "formula": "C2H8O2",
  "method": "ωB97M-V/def2-TZVPD",
  "species": ["C", "C", "H", "H", "H", "H", "H", "H", "H", "H", "O", "O"],
  "xyz": [[2.790, -0.159, -0.242], [-2.394, 0.493, 0.098], [0.877, -0.482, 0.161], [3.726, 0.274, 0.326], [2.967, -1.057, -0.998], [2.612, 0.890, -0.732], [-3.073, -1.389, 0.102], [-1.426, 1.197, -0.064], [-3.153, 0.814, -0.751], [-2.705, 0.521, 1.251], [1.729, -0.200, 0.799], [-1.951, -0.901, 0.049]],
  "orbital_gap_ev": 10.5,
  "total_charge": 0,
  "homo_ev": -10.03
}



Entry 20:
{
  "formula": "C2H8O2",
  "method": "ωB97M-V/def2-TZVPD",
  "species": ["O", "C", "H", "H", "H", "H", "O", "C", "H", "H", "H", "H"],
  "xyz": [[-3.127, -0.575, -0.914], [-2.321, -1.613, -0.410], [-2.771, 0.333, -0.816], [-2.830, -1.971, 0.501], [-1.277, -1.363, -0.153], [-2.315, -2.427, -1.153], [3.301, 1.174, -0.181], [2.177, 1.525, 0.618], [3.517, 0.225, -0.070], [1.492, 0.666, 0.525], [1.616, 2.448, 0.395], [2.538, 1.576, 1.659]],
  "orbital_gap_ev": 10.9,
  "smiles": "CO.CO",
  "total_charge": 0,
  "homo_ev": -10.35
}



We obtain relative energy (zero: lowest compared OMol25 entry of this formula, charge and spin) values of 140.6; 32.3; 11.9; 53.0; 107.2; 5.2; 50.4; 23.2; 20.8; 35.3; 3.7; 42.1; 110.6; 30.3; 57.5; 21.5; 16.7; 29.1; 86.3; 25.8 kcal/mol for the records listed above, in that order.